Entry 1:
ORCA calculation (wB97M-V/def2-TZVPD) on C2H6Co2FN2O8P as an isolated structure.

Computed properties:
- frontier orbital gap (alpha / beta) (eV) = 6.5 / 6.6
- 2S+1 = 7
- E_tot (Ha) = -3997.7233
- F_max (eV/A) = 10.38
- HOMO (alpha / beta) (eV) = -8.02 / -8.06
- E_LUMO (alpha / beta) (eV) = -1.52 / -1.47

Geometry as XYZ:
```
22
Properties=species:S:1:pos:R:3:nbo_charge:R:1
H 1.002 0.611 3.394 0.246
H -2.596 1.093 -0.082 0.272
Co 3.478 0.965 -0.639 1.402
N -0.340 0.412 1.752 0.547
O -1.299 1.274 1.766 -0.405
O 2.494 -0.802 -0.148 -1.168
O 0.058 -0.180 0.783 -0.369
O 2.963 -0.300 -1.951 -1.201
O 1.357 -2.077 -1.522 -1.150
H -0.719 0.016 3.753 0.245
H -4.106 0.916 -1.077 0.238
F 1.390 1.759 -0.857 -0.864
O -1.160 -0.147 -1.896 -0.475
N -2.163 0.573 -1.945 0.550
C 0.159 -0.019 3.109 -0.482
O -2.380 1.317 -2.891 -0.308
O 3.927 -2.458 -0.535 -1.022
H -3.291 -0.568 -0.653 0.241
C -3.133 0.498 -0.820 -0.490
H 0.644 -0.991 3.011 0.252
Co 0.925 -0.217 -1.185 1.536
P 2.790 -1.674 -1.369 2.404
```


Entry 2:
ORCA calculation (wB97M-V/def2-TZVPD) on an isolated molecule of C21H19FN2O4S.

Computed properties:
- frontier orbital gap (eV) = 7.9
- E_tot (Ha) = -1720.2182
- F_max (eV/A) = 1.16
- SMILES string = CCOC(=O)c1sc(-c2ccc(F)cc2)cc1NC(=O)Nc1ccccc1OC
- HOMO (eV) = -7.95
- E_LUMO (eV) = -0.10

Geometry as XYZ:
```
48
Properties=species:S:1:pos:R:3:nbo_charge:R:1
N 3.330 -0.585 0.273 -0.623
H -3.509 4.799 0.368 0.232
C 5.900 1.992 -0.365 -0.314
O 3.794 1.455 -1.462 -0.499
C -1.543 -5.451 -0.262 -0.069
H 4.758 2.611 -2.891 0.172
C 6.851 1.644 0.580 -0.197
C -3.263 1.417 0.126 -0.115
H 1.348 -1.976 0.050 0.437
H 7.409 0.261 2.118 0.215
H -0.371 1.380 0.242 0.262
C -3.806 3.766 0.276 -0.277
H -1.823 3.001 0.317 0.221
H -2.672 -7.268 -0.371 0.217
H 7.750 2.234 0.667 0.214
C -4.628 1.127 0.038 -0.154
C 4.735 1.247 -0.508 0.375
H 2.976 2.616 -2.864 0.203
H 3.409 -1.578 0.433 0.401
C -2.282 0.350 0.094 -0.132
H -0.943 -5.641 -1.160 0.187
C 3.873 2.619 -2.245 -0.250
H 6.083 2.842 -1.003 0.220
S -2.783 -1.311 -0.042 0.453
C 2.082 -0.023 0.267 0.806
H -3.437 -5.888 -1.176 0.214
C -2.861 -6.201 -0.309 -0.622
C -2.869 2.753 0.246 -0.148
H -0.948 -5.741 0.611 0.189
C 6.661 0.543 1.394 -0.238
C 5.492 -0.190 1.284 -0.203
O 1.857 1.158 0.379 -0.628
C -0.772 -3.239 -0.087 0.780
C 4.521 0.161 0.360 0.071
N 1.099 -0.992 0.138 -0.627
C -5.573 2.131 0.067 -0.278
H 3.879 3.519 -1.624 0.181
O 0.386 -3.634 -0.063 -0.654
C -5.148 3.443 0.186 0.401
H -4.943 0.099 -0.055 0.217
F -6.066 4.430 0.214 -0.321
C -0.254 -0.782 0.099 0.232
C -1.139 -1.850 -0.010 -0.416
O -1.826 -4.056 -0.185 -0.506
C -0.917 0.460 0.157 -0.286
H -3.441 -5.992 0.586 0.214
H 5.320 -1.042 1.926 0.211
H -6.627 1.912 -0.001 0.232
```


Entry 3:
ORCA calculation (wB97M-V/def2-TZVPD) on a 2-piece molecular cluster, C4H5NO overall.

Computed properties:
- frontier orbital gap (eV) = 10.0
- E_tot (Ha) = -285.3266
- F_max (eV/A) = 4.98
- HOMO (eV) = -9.70
- E_LUMO (eV) = 0.31

Geometry as XYZ:
```
11
Properties=species:S:1:pos:R:3:nbo_charge:R:1
H 2.789 0.031 -0.528 0.192
C 0.079 0.746 -0.094 0.115
H -1.405 1.896 -0.023 0.349
C 2.070 -0.797 -0.053 -0.327
H 0.104 -1.386 0.527 0.216
C -2.988 -0.231 0.551 0.494
C 0.785 -0.519 0.210 -0.259
O -3.554 -0.338 -0.428 -0.548
H 2.449 -1.720 0.147 0.200
N -1.121 0.963 0.285 -0.589
H 0.792 1.355 -0.594 0.156
```


Entry 4:
ORCA calculation (wB97M-V/def2-TZVPD) on C22H17F6N5O11STc as an isolated structure.

Computed properties:
- frontier orbital gap (alpha / beta) (eV) = 7.0 / 6.7
- 2S+1 = 4
- E_tot (Ha) = -3027.5809
- F_max (eV/A) = 1.89
- charge = +2
- HOMO (alpha / beta) (eV) = -14.67 / -14.73
- E_LUMO (alpha / beta) (eV) = -7.64 / -8.03

Geometry as XYZ:
```
63
Properties=species:S:1:pos:R:3:nbo_charge:R:1
H 3.901 -5.091 -2.208 0.299
F -0.576 4.139 -0.350 -0.336
C -5.257 -1.978 0.711 -0.045
O -0.953 2.494 -2.906 -0.580
H 4.017 2.888 -2.431 0.271
C 0.614 -4.286 -1.826 -0.103
Tc -0.323 0.588 0.703 1.402
N 1.202 1.273 -0.460 -0.377
H -2.327 -2.954 1.350 0.459
H 1.426 3.722 3.049 0.233
C -5.162 0.517 1.106 -0.412
S -2.213 0.003 2.082 0.037
C -4.376 -3.002 0.809 -0.032
H -1.925 2.491 -2.997 0.542
C 3.215 2.420 -1.876 -0.122
O 0.479 -6.721 -2.969 -0.341
H -0.363 -4.706 -2.020 0.284
C -0.558 1.925 -1.818 0.836
O -0.192 -1.105 -0.228 -0.745
H 0.032 3.297 4.057 0.253
H 0.235 4.962 3.483 0.258
C 2.470 0.324 1.246 0.825
O 4.484 -1.666 -0.374 -0.481
C -0.460 -2.285 -0.765 0.811
N -3.198 -2.455 1.247 -0.445
O -1.568 -2.750 -0.837 -0.590
C 2.018 -2.540 -0.979 -0.080
H 2.139 -1.582 -0.508 0.209
O 2.625 -6.873 -3.145 -0.331
C -0.428 3.553 1.981 0.112
O -1.321 1.394 -0.997 -0.546
O 1.390 0.030 1.785 -0.521
F -2.163 5.112 2.448 -0.294
O 3.568 -0.083 1.783 -0.556
C 3.030 -4.513 -1.934 -0.126
C 1.754 -4.984 -2.174 0.031
C 2.448 1.142 -0.018 0.071
N 1.606 -6.311 -2.823 0.530
C 3.131 -3.277 -1.325 -0.007
H 4.520 1.631 -0.360 0.254
H -6.290 -1.977 0.413 0.260
F 0.083 5.683 1.009 -0.277
C 3.500 1.720 -0.708 -0.093
C -1.932 3.826 2.227 0.963
C 0.370 3.913 3.227 -0.636
C -3.321 -1.133 1.388 0.248
C 0.097 4.387 0.789 0.965
O 5.428 -3.327 -1.359 -0.274
H 1.660 3.051 -3.246 0.278
F 1.379 4.021 0.540 -0.344
H 4.347 -0.036 1.197 0.539
N 4.457 -2.722 -1.012 0.545
O -0.267 2.213 1.667 -0.662
H -4.590 1.178 0.460 0.228
N -4.590 -0.830 1.077 -0.292
C 0.753 -3.042 -1.221 -0.184
H -6.188 0.461 0.757 0.240
H -5.144 0.910 2.120 0.242
C 1.906 2.519 -2.337 -0.128
F -2.343 3.130 3.286 -0.304
H -4.496 -4.052 0.613 0.264
F -2.676 3.440 1.179 -0.324
C 0.915 1.922 -1.581 0.100
```


Relative energy (zero: lowest compared OMol25 entry of this formula, charge and spin) for every record listed, in sequence, given in kcal/mol: 61.51; 0.00; 55.18; 5.21.